No. 1
{
  "formula": "C4H6O2",
  "method": "wB97M-V/def2-TZVPD",
  "molar_mass_g_mol": 86.1,
  "max_force_ev_per_a": 0.3,
  "homo_lumo_gap_ev": [8.171, 8.173],
  "symbols": ["O", "C", "C", "C", "C", "O", "H", "H", "H", "H", "H", "H"],
  "xyz": [[-0.178222, -0.334255, 2.019654], [-0.480499, -0.334298, 0.682820], [-0.427303, 0.947021, -0.135650], [0.338049, 0.291147, -1.233161], [0.542605, -1.005435, -0.669089], [0.791145, -2.141046, -1.058943], [0.575905, 0.241464, 2.200938], [-1.397259, -0.910530, 0.566877], [-1.444143, 1.178142, -0.479669], [-0.010668, 1.849462, 0.324803], [1.273389, -0.400436, 0.051885], [0.417000, 0.618764, -2.270466]],
  "atomic_forces_ev_per_a": [[0.2454, -0.0325, 0.0716], [-0.3248, 0.0653, 0.0540], [0.0411, 0.0128, 0.0562], [0.0292, -0.0411, -0.1114], [0.0388, -0.0449, -0.3049], [-0.0942, 0.1895, 0.2312], [-0.0849, -0.0820, -0.0487], [0.0791, 0.0607, -0.1069], [0.0893, -0.0174, 0.0189], [-0.0738, -0.1241, -0.0014], [0.0509, 0.1331, 0.0249], [0.0039, -0.1194, 0.1164]]
}

***

No. 2
{
  "formula": "C19H13N5O3Se3Te2Y",
  "method": "wB97M-V/def2-TZVPD",
  "molar_mass_g_mol": 940.3,
  "max_force_ev_per_a": 0.5,
  "total_charge": -1,
  "homo_lumo_gap_ev": 5.006,
  "symbols": ["Y", "O", "C", "C", "C", "C", "C", "C", "C", "O", "N", "N", "C", "C", "C", "C", "C", "C", "C", "O", "H", "H", "H", "H", "H", "H", "H", "H", "H", "H", "Se", "Te", "Te", "Se", "Se", "N", "C", "C", "C", "C", "N", "C", "N", "H", "H", "H"],
  "xyz": [[0.492958, -0.665920, -0.595236], [2.160377, 2.288041, -3.753093], [2.144140, 3.427978, -3.042255], [2.756353, 4.550568, -3.607988], [2.783235, 5.751207, -2.929135], [2.203073, 5.865049, -1.667861], [1.594626, 4.760872, -1.104821], [1.550148, 3.536937, -1.773088], [0.873353, 2.372942, -1.160101], [0.989552, 1.223847, -1.749953], [0.171741, 2.572012, -0.076965], [-0.406823, 1.389498, 0.337123], [-1.243296, 1.483191, 1.301563], [-2.045264, 0.378637, 1.812172], [-2.731911, 0.562637, 3.017740], [-3.568063, -0.401567, 3.543062], [-3.761711, -1.582939, 2.822372], [-3.111613, -1.788240, 1.625605], [-2.211679, -0.836147, 1.093260], [-1.573950, -1.103275, -0.008273], [1.761134, 1.583647, -3.190624], [3.206751, 4.443914, -4.586256], [3.263855, 6.609321, -3.383527], [2.231853, 6.806472, -1.135310], [1.131780, 4.814853, -0.129615], [-1.394289, 2.464360, 1.756819], [-2.591495, 1.501880, 3.543113], [-4.079175, -0.236281, 4.481969], [-4.427834, -2.346981, 3.206002], [-3.259883, -2.698216, 1.055921], [0.528909, -1.627938, -3.322777], [2.862744, -2.291525, -2.645701], [4.011342, -0.215769, -1.338822], [2.850193, -0.300810, 0.888657], [-0.291232, -2.644557, 3.625293], [-0.794637, -4.275341, 3.171818], [-0.492855, -4.416975, 1.892112], [-0.728296, -5.566597, 1.078363], [-0.399477, -5.480355, -0.236293], [0.149233, -4.268921, -0.783242], [0.394903, -3.206824, -0.073958], [0.097335, -3.265484, 1.257872], [0.288985, -2.209404, 2.025596], [-1.170690, -6.455616, 1.507013], [-0.570040, -6.314790, -0.902604], [0.355640, -4.187391, -1.845949]],
  "atomic_forces_ev_per_a": [[-0.0690, 0.0673, -0.5236], [0.0840, 0.2329, -0.1200], [0.0721, -0.1251, 0.0172], [-0.0119, -0.0040, -0.0290], [-0.0073, -0.0148, -0.0117], [0.0146, 0.0260, 0.0117], [0.0028, 0.0082, -0.0573], [0.0215, -0.0072, -0.0535], [-0.0927, -0.1105, 0.1148], [-0.1812, 0.0357, 0.1161], [-0.0294, 0.1580, 0.0729], [-0.0384, -0.2052, 0.1930], [-0.0095, 0.0161, 0.0164], [0.0566, 0.0188, -0.0423], [0.0390, 0.0492, -0.0428], [-0.0261, -0.0423, 0.0061], [0.0174, 0.0451, 0.0235], [0.0131, 0.0137, -0.0386], [-0.1222, -0.1072, 0.0046], [0.0680, 0.1067, 0.0111], [-0.0591, -0.0166, 0.0483], [0.0034, -0.0087, -0.0023], [0.0098, 0.0063, -0.0076], [-0.0048, 0.0053, 0.0145], [-0.0049, -0.0051, 0.0154], [0.0022, -0.0042, -0.0365], [-0.0077, -0.0043, 0.0128], [-0.0025, 0.0034, 0.0097], [-0.0048, -0.0074, 0.0048], [0.0075, -0.0093, -0.0042], [0.0148, -0.0280, 0.0413], [0.1111, -0.1245, -0.0407], [0.0104, -0.0087, -0.0291], [0.2109, -0.0535, 0.1300], [-0.1195, 0.1093, 0.0664], [0.1682, -0.2448, -0.0167], [-0.0565, 0.2111, -0.0467], [0.0231, 0.0565, -0.1802], [-0.0299, 0.0286, 0.1573], [0.0207, 0.1542, 0.2463], [-0.0798, -0.1371, -0.1053], [-0.0776, -0.0193, 0.1989], [0.0237, -0.0879, -0.1557], [0.0102, -0.0001, 0.0240], [0.0238, 0.0146, -0.0212], [0.0057, 0.0089, 0.0077]]
}

***

No. 3
{
  "formula": "C23H24N3O",
  "method": "wB97M-V/def2-TZVPD",
  "molar_mass_g_mol": 358.5,
  "max_force_ev_per_a": 1.1,
  "total_charge": 1,
  "homo_lumo_gap_ev": 5.822,
  "symbols": ["C", "N", "C", "C", "C", "C", "C", "C", "C", "C", "C", "C", "C", "C", "C", "H", "H", "H", "H", "H", "H", "H", "H", "H", "H", "H", "H", "C", "C", "N", "C", "C", "C", "N", "C", "C", "C", "C", "O", "H", "H", "H", "H", "H", "H", "H", "H", "H", "H", "H", "H"],
  "xyz": [[2.337625, 5.402230, -0.979805], [1.564542, 4.223295, -1.362988], [2.276174, 3.155544, -1.879965], [3.670276, 3.200806, -2.033842], [4.364001, 2.107845, -2.548056], [3.678703, 0.932102, -2.918688], [2.305669, 0.857614, -2.769034], [1.576288, 1.958324, -2.254633], [0.200643, 1.899209, -2.077724], [-0.515059, 2.986620, -1.590466], [0.187520, 4.189334, -1.214496], [-0.563945, 5.265475, -0.703874], [-1.948832, 5.173443, -0.567591], [-2.632530, 4.000907, -0.940069], [-1.923614, 2.925236, -1.444955], [1.682096, 6.169696, -0.583595], [3.075636, 5.146244, -0.211402], [2.871399, 5.812601, -1.844095], [4.220309, 4.097702, -1.750217], [5.446518, 2.164404, -2.663429], [4.231914, 0.084269, -3.322024], [1.734945, -0.038017, -3.020031], [-0.318194, 0.974480, -2.316786], [-0.089756, 6.197470, -0.401540], [-2.504378, 6.021761, -0.168204], [-3.715378, 3.941911, -0.829800], [-2.415757, 1.998467, -1.745714], [-0.958190, -5.235796, 4.205005], [-0.572290, -4.043571, 3.343779], [-1.186318, -4.152864, 2.018885], [-0.776390, -3.230041, 1.047526], [0.047754, -2.127722, 1.357120], [0.316107, -1.189080, 0.347926], [-0.124160, -1.300393, -0.911857], [-0.841873, -2.392358, -1.222956], [-1.192218, -3.380675, -0.296191], [-2.603402, -4.530225, 1.983376], [-2.889367, -5.676179, 2.940414], [-2.374724, -5.408622, 4.243825], [-0.439709, -6.132249, 3.812797], [-0.688669, -5.039096, 5.250642], [-0.915324, -3.128425, 3.861776], [0.521472, -4.028106, 3.245286], [0.442753, -1.949206, 2.358845], [0.916962, -0.304039, 0.576168], [-1.156687, -2.480596, -2.265642], [-1.765508, -4.246889, -0.629603], [-3.235614, -3.676744, 2.301337], [-2.882490, -4.831991, 0.968413], [-3.972894, -5.760209, 3.096743], [-2.466038, -6.603900, 2.509407]],
  "atomic_forces_ev_per_a": [[0.2254, 0.4173, 0.1394], [-0.1755, -0.3985, -0.1815], [-0.7347, -0.2497, 0.0368], [0.8336, -0.1150, -0.1595], [-0.6533, 0.5710, 0.2889], [-0.6700, -0.3127, -0.0608], [0.6808, -0.1378, -0.1057], [0.4088, 0.5055, 0.2525], [-0.0617, -0.0713, -0.1100], [0.2963, 0.5977, 0.2392], [0.1621, -0.5892, -0.2258], [-0.7158, 0.4716, 0.2697], [1.0274, -0.1372, -0.1828], [0.0671, -0.8074, -0.3318], [-0.5427, 0.5249, 0.3028], [0.2133, -0.1258, -0.0749], [-0.2414, -0.0241, -0.1113], [-0.2139, -0.1062, 0.1088], [-0.1066, -0.4024, -0.1539], [-0.3121, 0.0173, 0.0504], [-0.1619, 0.2378, 0.1338], [0.2791, 0.1844, 0.0601], [0.0380, 0.0382, 0.0528], [-0.2287, -0.3447, -0.1128], [0.1983, -0.2151, -0.1106], [0.3257, 0.0115, -0.0414], [0.0476, 0.3155, 0.1400], [-0.2942, 0.0422, 0.1215], [-0.5264, 0.1737, 0.1075], [0.5673, 0.1825, -0.5099], [-0.1462, -0.2608, 0.2197], [-0.0151, 0.4240, -0.5402], [-0.2539, -0.7698, 0.1338], [0.0850, 0.1125, 0.0191], [-0.0418, -0.3632, 0.7303], [0.2580, 0.7217, -0.3132], [-0.1682, 0.2485, 0.4621], [0.0028, 0.0256, 0.1962], [0.5028, -0.2100, -0.6681], [-0.3458, 0.1159, 0.2828], [0.2346, -0.1994, -0.3553], [0.1754, -0.0895, -0.1420], [-0.2809, 0.1042, -0.0467], [-0.2222, -0.1253, -0.3779], [-0.1609, -0.2418, -0.0401], [0.0734, -0.0149, 0.3021], [0.2013, 0.3333, 0.1636], [0.2207, -0.1094, -0.2641], [0.0023, 0.1152, 0.3083], [0.3052, -0.2075, -0.3127], [-0.1588, 0.1365, 0.4111]]
}

***

No. 4
{
  "formula": "C32H43O4Si2",
  "method": "wB97M-V/def2-TZVPD",
  "molar_mass_g_mol": 547.9,
  "max_force_ev_per_a": 2.9,
  "total_charge": 1,
  "homo_lumo_gap_ev": 4.852,
  "symbols": ["C", "Si", "C", "C", "O", "C", "C", "O", "Si", "C", "C", "C", "C", "C", "C", "C", "H", "H", "H", "H", "H", "H", "H", "H", "H", "H", "H", "H", "H", "H", "H", "H", "H", "H", "H", "H", "H", "H", "H", "H", "H", "H", "C", "O", "C", "C", "C", "C", "C", "C", "C", "C", "C", "O", "C", "C", "C", "C", "C", "C", "C", "C", "C", "C", "H", "H", "H", "H", "H", "H", "H", "H", "H", "H", "H", "H", "H", "H", "H", "H", "H"],
  "xyz": [[-3.504092, 2.276767, 1.783941], [-1.704461, 2.354978, 2.292186], [-1.617657, 2.878670, 4.085425], [-0.902980, 0.680333, 2.035550], [-0.912852, 3.520691, 1.375166], [-0.826066, 3.254878, 0.012732], [0.201173, 2.496655, -0.465254], [1.166113, 2.010068, 0.408724], [2.394391, 3.087369, 0.799755], [2.326068, 3.457401, 2.631070], [4.017036, 2.275561, 0.353624], [2.204271, 4.683633, -0.164254], [0.353869, 2.156340, -1.918924], [-0.515525, 3.021259, -2.841860], [-1.928074, 3.182937, -2.269003], [-1.881386, 3.837696, -0.881559], [-4.056468, 1.628998, 2.459268], [-3.936050, 3.273150, 1.821398], [-3.595507, 1.887615, 0.773758], [-2.164298, 2.180861, 4.714432], [-0.582530, 2.920508, 4.411911], [-2.058391, 3.867153, 4.185330], [-1.368614, -0.076981, 2.660194], [-1.000008, 0.387480, 0.993925], [0.154667, 0.741327, 2.274468], [3.125685, 4.137525, 2.912392], [1.370434, 3.916383, 2.867095], [2.425833, 2.536284, 3.197446], [4.852614, 2.924266, 0.601612], [4.115022, 1.340015, 0.896836], [4.032548, 2.067053, -0.712551], [3.007744, 5.373003, 0.080342], [2.227940, 4.481021, -1.231155], [1.254294, 5.149302, 0.082517], [1.413373, 2.248000, -2.186852], [0.106120, 1.098205, -2.053883], [-0.056200, 4.011360, -2.951956], [-0.547633, 2.595294, -3.853421], [-2.564320, 3.763739, -2.949834], [-2.402239, 2.196832, -2.189946], [-2.852986, 3.753392, -0.382763], [-1.698231, 4.913595, -0.977348], [-6.481744, -4.160061, -1.933240], [-5.816330, -3.743690, -3.104867], [-4.540083, -3.226613, -2.906443], [-3.749598, -2.979398, -4.041182], [-2.469438, -2.522533, -3.923185], [-1.880110, -2.288856, -2.659259], [-0.533985, -1.848887, -2.606202], [0.373922, -1.810152, -1.520039], [1.588715, -1.105198, -1.686892], [2.518446, -1.034564, -0.691796], [2.312279, -1.693468, 0.528098], [3.336890, -1.660485, 1.501809], [3.914944, -2.896605, 1.901004], [5.196141, -3.233419, 1.459479], [5.746121, -4.458503, 1.752840], [5.029720, -5.374815, 2.497652], [3.767255, -5.056145, 2.957609], [3.220114, -3.827346, 2.674608], [1.123786, -2.421489, 0.696883], [0.180848, -2.483779, -0.291575], [-2.703249, -2.472710, -1.525405], [-3.985828, -2.932160, -1.648451], [-7.445348, -4.590598, -2.212449], [-5.890051, -4.920398, -1.420735], [-6.654963, -3.304834, -1.279143], [-4.172702, -3.183599, -5.009109], [-1.878254, -2.358040, -4.807826], [-0.131677, -1.505071, -3.545249], [1.785398, -0.627321, -2.629989], [3.447166, -0.511106, -0.838241], [5.730111, -2.523645, 0.854766], [6.726008, -4.711182, 1.381834], [5.445160, -6.346799, 2.698555], [3.196263, -5.780569, 3.516036], [2.246290, -3.571334, 3.046339], [0.963349, -2.946781, 1.620402], [-0.670601, -3.128577, -0.164747], [-2.333572, -2.184275, -0.557894], [-4.584017, -3.065611, -0.764528]],
  "atomic_forces_ev_per_a": [[0.4515, 0.0200, -0.0315], [-0.2039, -0.1829, 0.5147], [0.1839, 0.0414, -0.6809], [-0.0945, 0.3125, 0.0931], [-0.1015, -0.0731, -0.5974], [1.1786, -1.2001, -0.4103], [-1.3272, 0.8985, 0.9020], [-0.1909, 0.2008, -0.8526], [0.4669, 0.6159, 0.4306], [-0.0860, -0.2381, -0.5071], [-0.4931, 0.0269, 0.0895], [-0.1278, -0.5111, 0.1957], [0.0811, 0.0492, -0.0720], [-0.0297, 0.1053, 0.0604], [0.0985, -0.0339, 0.0366], [-0.2021, 0.1537, 0.0346], [-0.1116, -0.0935, 0.0881], [-0.1675, 0.1027, -0.0130], [-0.1560, -0.0663, -0.1874], [-0.0533, -0.0746, 0.0776], [0.1246, 0.0365, 0.1805], [-0.0431, 0.1340, 0.1459], [-0.1411, -0.1100, 0.1394], [0.0497, -0.1257, -0.2119], [0.1067, -0.0909, 0.0228], [0.1174, 0.0608, 0.0867], [-0.1209, 0.0849, 0.0897], [0.0412, -0.1200, 0.2371], [0.1418, 0.0296, 0.0208], [0.1635, -0.1963, 0.0939], [0.1305, -0.0461, -0.2156], [0.1367, 0.0720, 0.0266], [0.0053, 0.1079, -0.2446], [-0.0941, 0.1583, -0.0109], [-0.0381, 0.0354, -0.0256], [-0.0591, -0.0488, -0.0210], [-0.0436, -0.0812, 0.1061], [-0.0063, -0.0126, 0.2226], [0.1999, -0.0232, 0.1861], [0.0731, -0.0092, 0.0642], [0.0984, -0.0064, -0.0980], [0.0171, 0.0206, -0.0293], [-0.4756, -0.1912, 0.5991], [2.6946, 1.0974, -0.1884], [-1.1621, -0.6112, -0.3546], [-0.5023, -0.2367, -0.2495], [-0.0074, 0.0685, 0.0904], [0.3312, 0.2200, 0.1682], [-0.3108, -0.3002, 0.5916], [-0.1925, -0.0358, -0.1456], [-0.2526, -0.1590, -0.0958], [0.5666, 0.1102, 0.6874], [0.9665, -0.4698, 0.5320], [-1.1124, -0.2449, -1.2695], [-0.0676, -0.9287, -0.1205], [-0.7202, 1.0873, -0.2843], [0.0413, -0.2347, 0.1699], [0.0440, -0.2491, -0.0190], [0.1700, -0.2855, 0.0294], [-0.2682, 1.0943, -0.3141], [0.2768, 0.0542, 0.5525], [0.1239, 0.0369, -0.2009], [0.0901, 0.0748, -0.2102], [-0.5268, -0.2551, 0.2450], [0.2500, 0.1421, -0.1734], [-0.0656, 0.0057, 0.0937], [-0.0998, -0.0729, 0.0967], [-0.0869, -0.0194, -0.1990], [0.0801, 0.0129, -0.2224], [0.1306, 0.1089, -0.2975], [0.0633, 0.1604, -0.2190], [0.1471, 0.1454, -0.0230], [0.1861, 0.2131, -0.1610], [0.1355, 0.0281, -0.0321], [0.0996, -0.1723, 0.0809], [-0.0460, -0.0259, 0.1522], [-0.2449, 0.0207, 0.1977], [-0.0600, -0.1258, 0.0701], [-0.0563, -0.0722, 0.1266], [-0.0926, 0.0268, 0.1892], [-0.0219, 0.0595, 0.1710]]
}